Entry from the Open Molecules 2025 dataset: a structure of composition C5H6O in a non-equilibrium geometry (the ωB97M-V functional and the def2-TZVPD basis).

Structure (XYZ):
```
12
Properties=species:S:1:pos:R:3:mulliken_charge:R:1
O 0.3850 0.1219 2.4248 -0.598
C 0.0691 -0.1176 1.2775 0.672
C 0.8647 -0.9659 0.2795 -0.687
C 0.5669 0.3510 -0.6548 -0.333
C -0.9062 0.1983 -1.0131 -0.534
C -0.5939 0.7808 0.3329 -0.232
H 1.7053 -1.4341 0.8623 0.307
H 0.3624 -1.8084 -0.2081 0.243
H 1.2013 1.0866 -1.1935 0.334
H -1.2533 -0.8281 -1.1172 0.175
H -1.4610 0.8700 -1.6905 0.262
H -0.9405 1.7455 0.7003 0.392
```

Charge: 0
LUMO level in eV: 1.020
ΔE to the lowest compared entry with this formula, charge and spin in kJ/mol: 210.2
Highest occupied orbital energy in eV: -9.429

---

Entry from the Open Molecules 2025 dataset: a structure of composition C5H6O (the ωB97M-V functional and the def2-TZVPD basis).

Structure (XYZ):
```
12
Properties=species:S:1:pos:R:3:mulliken_charge:R:1
C 2.4632 -1.2691 -0.6183 0.345
C 1.4721 -0.6983 -0.2440 -1.037
C 0.2835 0.0066 0.2164 0.387
C -1.0149 -0.7430 0.2720 -0.209
O -1.5466 -0.0528 -0.7146 -0.160
C -0.4600 0.7865 -0.8625 -0.595
H 3.3328 -1.7879 -0.9578 0.419
H 0.4567 0.5475 1.1546 0.293
H -1.6405 -1.1599 1.0553 0.313
H -1.7395 1.5726 1.6117 0.043
H -1.4777 1.8814 0.9784 -0.058
H -0.1290 0.9163 -1.8913 0.260
```

Charge: 0
LUMO level in eV: -0.030
ΔE to the lowest compared entry with this formula, charge and spin in kJ/mol: 663.9
Highest occupied orbital energy in eV: -7.821

---

Entry from the Open Molecules 2025 dataset: an isolated molecule of C5H6O (the ωB97M-V functional and the def2-TZVPD basis).

Structure (XYZ):
```
12
Properties=species:S:1:pos:R:3:mulliken_charge:R:1
C -0.0266 1.4099 0.5380 -1.010
C -0.9709 0.3141 0.9329 -0.019
C -1.2402 -0.8224 0.3041 -0.232
O -0.6809 -1.2751 -0.8933 -0.435
C 0.6088 -1.1654 -1.0793 -0.081
C 1.7870 -1.1087 -1.3131 -0.181
H 0.7678 1.5249 1.2846 0.258
H 0.4439 1.2350 -0.4304 0.309
H -0.5682 2.3616 0.4932 0.307
H -1.5362 0.4634 1.8508 0.296
H -1.9901 -1.5285 0.6421 0.380
H 2.8328 -1.0590 -1.5119 0.406
```

Charge: 0
LUMO level in eV: 0.986
ΔE to the lowest compared entry with this formula, charge and spin in kJ/mol: 293.0
SMILES: C#CO/C=C\C
Highest occupied orbital energy in eV: -9.108

---

Entry from the Open Molecules 2025 dataset: an isolated molecule of C5H6O in a non-equilibrium geometry (the ωB97M-V functional and the def2-TZVPD basis).

Structure (XYZ):
```
12
Properties=species:S:1:pos:R:3:mulliken_charge:R:1
C 1.0288 1.4585 -0.5506 -1.085
C 0.1884 0.3322 -0.1201 0.424
C 0.0413 -0.2892 1.0593 -0.244
C -0.8875 -1.3498 0.8418 -0.440
C -1.3441 -1.1954 -0.4312 -0.168
O -0.6982 -0.1685 -1.0309 -0.330
H 1.7116 1.7188 0.2617 0.291
H 0.3513 2.2879 -0.7469 0.265
H 1.6070 1.2359 -1.4532 0.296
H 0.5410 -0.1036 2.0004 0.384
H -0.4415 -2.2462 1.2060 0.209
H -2.0983 -1.6806 -1.0363 0.398
```

Charge: 0
LUMO level in eV: 1.107
ΔE to the lowest compared entry with this formula, charge and spin in kJ/mol: 117.2
SMILES: Cc1ccco1
Highest occupied orbital energy in eV: -8.479